17
Properties=species:S:1:pos:R:3:forces:R:3:lowdin_charge:R:1 method="wB97M-V/def2-TZVPD" largest_force_ha_per_bohr=0.0863 e_lumo_ha=0.02861 relative_energy_kcal_mol=88.3 e_tot_ha=-732.1503 orbital_gap_ev=9.158
C -1.5201 -0.2939 0.0710 2.67 0.56 0.97 -0.11
C -0.7735 -1.3643 0.0342 2.86 2.05 -0.23 -0.10
C 1.2678 -0.2628 -0.1218 -4.14 -1.58 -0.12 -0.51
C 0.6979 0.9200 -0.0202 0.26 0.07 0.85 -0.39
C -0.8376 1.0614 0.0664 1.07 -0.34 -0.54 -0.16
C -0.7248 -2.7948 -0.0719 2.49 -2.00 -1.98 -0.12
C 1.3323 2.2717 0.1389 1.07 -0.67 0.03 -0.07
Cl 2.8093 -0.8997 -0.4113 -0.22 0.26 0.24 0.63
H -2.4962 -0.3026 0.3948 -2.44 -0.23 0.22 0.08
H -1.1989 1.5864 -0.8244 0.19 0.18 -0.10 0.12
H -1.0104 1.7730 0.8900 -0.53 -0.66 0.09 0.12
H 0.2700 -3.2001 0.3997 -1.94 0.68 -0.85 0.11
H -0.6284 -2.9675 -1.2230 0.09 -0.04 1.85 0.12
H -1.5439 -3.4516 0.2143 -0.34 0.48 0.46 0.07
H 2.4045 2.4026 -0.0329 -0.13 -0.58 -0.21 0.08
H 1.1486 2.7362 1.0928 -0.41 -0.01 0.50 0.08
H 0.8034 2.7860 -0.5967 -0.54 1.83 -1.19 0.05

19
Properties=species:S:1:pos:R:3:forces:R:3:lowdin_charge:R:1 method="wB97M-V/def2-TZVPD" charge=-1 largest_force_ha_per_bohr=0.0970 e_lumo_ha=0.12518 relative_energy_kcal_mol=0.0 e_tot_ha=-862.2128 orbital_gap_ev=5.395
C -0.1344 1.2998 -1.9833 0.28 2.60 -2.49 -0.22
C 1.2436 1.3187 -2.2067 2.44 -1.02 0.89 -0.16
C -0.6900 0.3965 -1.2082 -0.17 -2.25 2.52 -0.08
C 2.0042 0.2988 -1.5700 1.21 0.29 0.04 -0.08
C 0.1657 -0.4959 -0.3795 -0.09 0.09 -1.70 -0.30
C -0.1645 -1.4430 0.4777 -1.62 -2.29 1.10 -0.08
C -1.5793 -0.0264 2.9966 3.15 1.65 -3.51 -0.58
N 1.5420 -0.5692 -0.6447 0.57 3.03 -1.85 -0.27
O 2.3121 -1.3362 0.0635 0.58 -0.34 -0.35 -0.20
Cl -2.9717 -0.0670 1.9855 -1.70 0.10 -0.17 0.49
H -0.7552 1.9969 -2.5851 0.24 -0.35 0.61 0.10
H 1.9131 2.1302 -2.5413 -1.05 -0.34 -0.48 0.07
H -1.7702 0.3470 -1.0943 0.22 -0.20 0.17 0.09
H 3.1131 0.1993 -1.7884 -1.46 0.17 0.55 0.12
H 0.5968 -2.1844 0.7023 -0.13 0.37 0.26 0.04
H -1.1590 -1.8298 0.4068 -0.85 0.17 0.53 0.02
H -0.7341 0.0053 2.1595 -1.23 -0.35 2.19 0.05
H -1.4682 0.8119 3.6294 -0.48 1.28 0.44 0.01
H -1.4639 -0.8526 3.5803 0.09 -2.60 1.24 -0.01

20
Properties=species:S:1:pos:R:3:forces:R:3:lowdin_charge:R:1 method="wB97M-V/def2-TZVPD" largest_force_ha_per_bohr=0.0775 e_lumo_ha=-0.03107 relative_energy_kcal_mol=42.5 e_tot_ha=-1280.8630 orbital_gap_ev=8.083
C -2.2125 -2.0444 -0.7771 2.56 -3.06 0.15 0.02
C -1.1136 -1.3178 -0.6543 0.63 -0.26 -0.01 -0.22
C -1.0637 0.1069 -0.5395 1.99 1.27 -0.02 -0.64
Cl -2.5935 0.8015 -0.3552 -0.76 0.88 0.07 0.82
C 0.0818 0.8783 -0.5070 -0.47 -2.12 0.22 -0.26
C 0.2788 2.2463 -0.1714 -1.42 1.41 -0.61 -0.21
C -0.5598 3.2631 0.0296 -1.05 0.59 1.85 0.02
S 1.7572 0.0736 -0.6128 -0.44 -2.00 -0.24 0.68
C 2.0687 -0.7295 1.0181 1.52 1.30 -1.07 -0.11
O 1.8483 -0.9827 -1.6151 -1.08 0.56 1.00 -0.33
O 2.7654 1.0719 -0.7624 0.14 0.99 0.48 -0.31
H -1.9785 -3.1374 -0.7842 -0.53 0.88 -0.10 0.09
H -3.2144 -1.8262 -0.8719 -1.79 1.10 -0.09 0.02
H -0.1375 -1.8003 -0.5991 -0.39 -0.11 -0.17 0.09
H 1.2543 2.5726 -0.2310 2.21 0.24 0.06 0.06
H -0.1635 4.2535 0.4054 -0.41 -1.23 -0.92 0.09
H -1.6372 3.0965 0.1753 0.57 0.37 -0.42 0.02
H 1.4025 -1.3521 1.5548 -1.03 -0.73 -0.28 0.05
H 2.9782 -1.1981 0.6878 0.22 -1.22 -0.16 0.05
H 2.5326 -0.0618 1.7203 -0.47 1.14 0.25 0.06

19
Properties=species:S:1:pos:R:3:forces:R:3:lowdin_charge:R:1 method="wB97M-V/def2-TZVPD" largest_force_ha_per_bohr=0.1009 e_lumo_ha=-0.02347 relative_energy_kcal_mol=89.6 e_tot_ha=-1096.9699 orbital_gap_ev=8.339
C -1.9455 -2.4525 0.3023 -0.06 -2.51 -2.67 -0.08
C -0.7385 -2.9688 -0.0308 -1.01 4.60 2.18 0.03
C -1.9014 -1.0510 0.6024 -0.68 3.21 1.46 -0.13
C -0.6449 -0.6227 0.6265 2.12 2.40 1.08 -0.10
C 0.1929 -1.7819 0.1931 -1.10 0.04 0.25 -0.45
C 1.3792 1.3948 -1.5205 1.40 0.79 0.40 -0.17
C 0.6068 2.1888 -0.4393 2.20 1.43 0.18 -0.42
O 1.3601 -1.6723 -0.0161 1.67 -0.50 -0.34 0.09
Si 0.7110 1.3557 1.2367 -1.97 -2.23 -0.52 0.38
Cl -0.2945 2.4838 2.6078 -0.56 0.26 0.16 0.24
H -2.8617 -2.9257 -0.0262 -0.24 -0.32 0.74 0.11
H -0.3645 -3.8592 -0.2873 0.74 -3.34 -1.13 0.06
H -2.7540 -0.3689 0.8680 0.66 -1.19 -0.35 0.12
H 2.4589 1.5900 -1.2637 -0.74 -0.85 -0.36 0.07
H 1.1184 0.3011 -1.3794 0.52 1.33 -0.88 0.06
H 1.3123 1.8557 -2.5571 -0.54 -1.00 1.18 0.09
H -0.4033 2.1471 -0.6932 -2.00 0.05 -0.07 0.03
H 0.8802 3.3157 -0.3640 -0.21 -1.87 -0.19 0.10
H 1.8883 1.0702 2.1409 -0.20 -0.28 -1.12 -0.04

20
Properties=species:S:1:pos:R:3:forces:R:3:lowdin_charge:R:1 method="wB97M-V/def2-TZVPD" largest_force_ha_per_bohr=0.0922 e_lumo_ha="0.02174 / -0.07248" spin_multiplicity=3 relative_energy_kcal_mol=15.8 e_tot_ha=-556.5099 orbital_gap_ev="8.621 / 8.260"
C -2.1315 -0.1925 0.5492 -0.49 0.09 0.35 -0.20
C -0.4879 1.3036 -0.5248 -2.22 1.54 1.25 -0.39
C 1.7041 -1.4670 0.4812 0.84 -1.86 0.11 -0.25
C 1.7890 -0.2543 1.2820 0.53 1.50 -1.77 0.02
C 0.9336 -1.3951 -0.8702 4.53 -1.25 -0.64 -0.19
C -0.9968 -0.0313 -0.2152 1.84 -1.92 -1.72 -0.14
C -1.5681 2.3924 -0.1580 1.42 -1.44 -3.56 0.01
N -3.0588 -0.1883 1.2276 -0.61 -0.20 0.39 0.20
N -0.4077 -1.1552 -0.8094 -3.74 1.21 0.09 0.00
O 0.5385 1.6314 -1.0554 0.86 -0.63 -0.42 0.09
F -1.2850 -2.3212 -0.7733 1.77 1.58 0.22 0.01
H 2.7586 -1.6133 0.1341 -0.55 -0.59 0.27 0.12
H 1.3960 -2.2950 1.1776 0.27 0.41 -1.03 0.12
H 1.2492 -0.1494 2.1427 -1.23 0.03 2.28 0.02
H 2.1030 0.6991 0.8515 0.18 -0.43 -0.07 0.06
H 1.6044 -0.6370 -1.3543 -1.81 0.57 -0.07 0.14
H 1.2097 -2.1955 -1.6275 -0.85 0.17 1.39 0.16
H -1.6048 2.6716 0.8220 -0.06 0.52 2.75 0.05
H -2.5113 1.9765 -0.5002 -0.28 0.46 0.10 0.08
H -1.2343 3.2205 -0.7796 -0.38 0.24 0.09 0.09

19
Properties=species:S:1:pos:R:3:forces:R:3:lowdin_charge:R:1 method="wB97M-V/def2-TZVPD" largest_force_ha_per_bohr=0.0664 e_lumo_ha=0.02252 relative_energy_kcal_mol=0.0 e_tot_ha=-522.4220 orbital_gap_ev=8.454
C -0.0679 -1.9565 -0.2913 -0.15 0.43 -2.22 -0.01
C -0.4500 -0.6942 -1.0061 0.01 -0.23 -0.91 -0.16
C -0.6717 0.5183 -0.2935 -0.49 0.61 -0.03 -0.08
C -0.3385 0.6704 1.2297 -1.69 0.14 -1.85 -0.28
C -0.7744 2.0091 1.8080 0.54 0.21 -3.33 -0.02
F -1.0193 -0.3837 1.8587 -0.79 0.22 0.64 -0.05
C -1.2361 1.3512 -1.2395 1.67 0.09 2.66 -0.09
O -1.1903 0.8344 -2.4567 -0.60 -0.66 -1.07 0.09
C -0.7641 -0.4322 -2.3298 0.69 0.19 2.46 -0.37
O -0.7374 -1.1603 -3.4240 0.55 0.59 -3.32 0.10
H 0.9163 -2.2307 -0.6509 -0.05 -0.98 -0.25 0.09
H 0.0549 -1.6987 0.7099 -0.02 -0.10 1.61 0.03
H -0.9050 -2.6541 -0.4348 0.81 -0.36 0.19 0.10
H 0.6722 0.4046 1.4854 0.78 0.47 -0.44 0.14
H -1.7734 2.3012 1.5202 -0.47 -0.36 -0.03 0.08
H -0.6885 1.9847 2.8175 0.27 0.07 3.13 0.04
H -0.1423 2.8127 1.3887 0.04 -0.41 0.30 0.10
H -1.4660 2.3593 -1.2014 -0.52 1.71 0.10 0.10
H -0.5424 -0.5574 -4.2454 -0.57 -1.63 2.36 0.19